Entry from the OMol25 dataset: an isolated molecule of C5H11NO (wB97M-V/def2-TZVPD).

The calculation puts the max |F| at 0.02876 Eh/bohr. The value obtained for the HOMO-LUMO gap is 9.87 eV. Its lowest unoccupied orbital energy is 0.92 eV. For the total energy, the calculation gives -327.05303 a.u. As for the SMILES: C=CC[C@H](N)CO.

XYZ file:
```
18
C5H11NO (wB97M-V/def2-TZVPD)
C -2.144 2.104 -0.166
C -1.435 1.060 -0.579
C -0.660 0.149 0.345
C 0.570 -0.417 -0.369
N 0.391 -1.572 -1.197
C 1.803 -0.566 0.524
O 1.457 -1.113 1.815
H -2.898 2.610 -0.760
H -2.057 2.400 0.880
H -1.483 0.759 -1.623
H -1.352 -0.670 0.579
H -0.510 0.687 1.286
H 0.972 0.355 -0.995
H 0.317 -2.476 -0.766
H -0.051 -1.476 -2.091
H 2.523 -1.202 0.000
H 2.341 0.359 0.730
H 2.216 -0.992 2.388
```

Atomic partial charges in e from the natural (NBO) method, atoms 1 to 2: number 1, C, carries -0.4108; number 2, C, carries -0.1568


Entry from the OMol25 dataset: an isolated molecule of C22H26N4O3 (wB97M-V/def2-TZVPD).

The calculation puts the max |F| at 0.01139 Eh/bohr. The value obtained for the HOMO-LUMO gap is 9.04 eV. Its lowest unoccupied orbital energy is 0.64 eV. For the total energy, the calculation gives -1298.78071 a.u. As for the SMILES: CC[C@H](C)[C@H](NC(=O)N1CC(=O)Nc2ccccc21)C(=O)Nc1ccccc1C.

XYZ file:
```
55
C22H26N4O3 (wB97M-V/def2-TZVPD)
C 2.872 3.195 -1.013
C 1.612 3.385 -1.849
C 0.322 2.828 -1.227
C -0.032 3.530 0.084
C 0.388 1.297 -1.107
N -0.929 0.756 -0.804
C -1.169 -0.567 -0.989
O -0.491 -1.264 -1.725
N -2.281 -1.073 -0.347
C -2.868 -2.298 -0.845
C -4.342 -2.118 -1.181
O -4.916 -2.716 -2.060
N -4.982 -1.235 -0.367
C -4.375 -0.548 0.681
C -5.126 0.046 1.685
C -4.495 0.726 2.711
C -3.112 0.797 2.749
C -2.352 0.205 1.754
C -2.977 -0.449 0.697
C 1.320 0.718 -0.023
O 1.340 1.129 1.120
N 1.998 -0.365 -0.473
C 2.816 -1.236 0.265
C 3.428 -0.832 1.446
C 4.245 -1.706 2.140
C 4.460 -2.984 1.660
C 3.852 -3.383 0.481
C 3.027 -2.529 -0.234
C 2.387 -2.987 -1.512
H 3.709 3.695 -1.494
H 2.748 3.615 -0.020
H 3.122 2.142 -0.911
H 1.463 4.454 -2.020
H 1.759 2.918 -2.826
H -0.484 3.031 -1.945
H 0.066 4.606 -0.041
H -1.060 3.322 0.374
H 0.621 3.207 0.887
H 0.676 0.892 -2.084
H -1.462 1.256 -0.110
H -2.786 -3.098 -0.096
H -2.319 -2.604 -1.738
H -5.985 -1.151 -0.477
H -6.203 -0.026 1.654
H -5.083 1.191 3.487
H -2.616 1.306 3.560
H -1.274 0.241 1.809
H 1.717 -0.727 -1.375
H 3.256 0.164 1.818
H 4.715 -1.381 3.057
H 5.097 -3.670 2.198
H 4.021 -4.383 0.107
H 2.831 -2.477 -2.369
H 2.540 -4.055 -1.645
H 1.315 -2.791 -1.518
```

Atomic partial charges in e from the natural (NBO) method, atoms 1 to 2: number 1, C, carries -0.6135; number 2, C, carries -0.3906